No. 1
This record from the Open Molecules 2025 dataset describes an isolated molecule of C2H3N3O. The level of theory is ωB97M-V with the def2-TZVPD basis set.

Each line ends with the Löwdin charge.
Geometry (Å):
O (0.899, 1.047, 0.739)  0.015
N (-1.445, 1.248, -0.314)  -0.097
N (1.202, -1.105, 0.272)  0.143
N (-1.872, 2.286, -0.193)  0.267
C (0.450, 0.032, 0.224)  -0.579
C (-0.874, 0.071, -0.406)  -0.065
H (2.073, -0.879, 0.735)  0.110
H (-1.442, -0.698, -0.906)  0.103
H (1.009, -2.002, -0.152)  0.104

Energy relative to the best compared isomer or geometry (same formula, charge and spin) in eV: 1.313
Net charge: 0
HOMO energy in eV: -9.06
2S+1: 1

No. 2
This record from the Open Molecules 2025 dataset describes an isolated molecule of C2H4N2O. The level of theory is ωB97M-V with the def2-TZVPD basis set.

Each line ends with the Löwdin charge.
Geometry (Å):
O (-0.443, 0.842, 0.116)  -0.184
N (-1.461, -1.308, -0.501)  0.115
N (-0.247, -1.525, -0.772)  0.115
C (0.783, 0.498, 0.950)  -0.016
C (-0.762, -0.129, -0.910)  -0.378
H (0.648, 0.635, 2.003)  0.077
H (-1.024, 0.342, -1.887)  0.141
H (1.549, 1.125, 0.416)  0.103
H (0.956, -0.480, 0.584)  0.027

Energy relative to the best compared isomer or geometry (same formula, charge and spin) in eV: 3.448
Net charge: 0
HOMO energy in eV: -9.83
2S+1: 1
SMILES: COC1N=N1

No. 3
This record from the Open Molecules 2025 dataset describes a structure of composition C37H69IrNS4Sb2Si6. The level of theory is ωB97M-V with the def2-TZVPD basis set.

Each line ends with the Löwdin charge.
Geometry (Å):
Ir (-0.174, 0.681, 1.803)  0.404
Sb (-1.813, 0.958, -1.866)  0.894
Sb (2.293, -1.455, 0.101)  0.945
S (-1.378, 1.255, 4.069)  0.872
S (-1.761, 2.126, 0.811)  0.475
S (1.080, -0.709, 3.274)  0.751
S (-1.582, -1.018, 1.145)  0.472
Si (2.926, -3.537, 1.676)  0.380
Si (1.986, -2.867, -2.161)  0.397
Si (-2.997, -1.192, -3.187)  0.452
Si (-4.045, 2.425, -2.290)  0.398
Si (4.452, 0.139, 0.079)  0.391
Si (-0.153, 2.547, -3.273)  0.402
N (1.203, 2.178, 2.309)  -0.082
C (1.262, -4.350, 2.023)  -0.210
C (5.580, -0.543, -1.259)  -0.215
C (3.960, 1.919, -0.279)  -0.206
C (-0.588, 2.307, -5.090)  -0.218
C (3.721, -3.163, -2.822)  -0.208
C (5.252, -0.016, 1.779)  -0.197
C (0.944, -1.939, -3.431)  -0.229
C (1.545, 1.742, -2.975)  -0.236
C (-5.393, -0.228, 2.219)  -0.066
C (-1.696, -1.674, 6.757)  -0.037
C (3.808, -3.088, 3.293)  -0.219
C (2.326, 4.357, 3.686)  -0.021
C (0.137, -2.256, 5.303)  -0.070
C (-0.044, -1.075, 4.609)  -0.506
C (-2.153, -2.775, -2.608)  -0.215
C (-5.440, 1.158, 2.166)  -0.074
C (-3.578, 4.188, -1.813)  -0.222
C (-0.697, -2.563, 6.373)  -0.026
C (-4.786, -1.217, -2.610)  -0.202
C (-3.120, -0.192, 1.432)  -0.698
C (-4.366, 2.323, -4.148)  -0.211
C (0.765, 3.638, 0.452)  0.039
C (-5.562, 1.824, -1.337)  -0.203
C (4.134, -4.590, 0.684)  -0.210
C (-1.877, -0.491, 6.067)  -0.071
C (-1.072, -0.184, 4.957)  -0.638
C (2.053, 0.634, 4.048)  -0.322
C (1.883, 2.008, 3.453)  -0.346
C (-4.238, -0.905, 1.853)  -0.107
C (-3.180, 1.205, 1.344)  -0.720
C (-2.726, -0.835, -5.018)  -0.208
C (2.476, 3.050, 4.150)  0.001
C (1.696, 4.553, 2.490)  0.010
C (-0.033, 4.388, -2.849)  -0.196
C (-4.337, 1.873, 1.724)  -0.133
C (1.110, -4.454, -1.649)  -0.215
C (1.193, 3.448, 1.752)  -0.348
H (-0.731, 1.254, -5.337)  0.012
H (-3.516, 2.672, -4.734)  0.008
H (0.231, -4.242, -1.039)  0.022
H (5.132, -1.013, 2.205)  -0.002
H (1.369, -5.159, 2.750)  0.046
H (4.415, -3.494, -2.048)  0.012
H (-1.487, 2.850, -5.385)  0.020
H (-0.878, 4.756, -2.269)  0.003
H (0.424, -2.655, -4.071)  0.039
H (3.527, -2.116, 3.692)  -0.016
H (0.779, -5.005, -2.532)  0.050
H (-6.248, -0.783, 2.582)  0.113
H (4.535, 2.604, 0.348)  0.046
H (-2.754, 0.231, -5.237)  -0.005
H (0.549, -3.627, 2.428)  0.007
H (-2.134, -2.813, -1.517)  0.017
H (-1.132, -2.856, -2.975)  -0.031
H (0.199, -1.293, -2.962)  -0.021
H (3.566, -3.837, 4.051)  0.042
H (5.128, -0.466, -2.248)  0.023
H (-1.761, -1.224, -5.347)  0.030
H (3.733, -4.923, -0.272)  0.002
H (2.301, 2.499, -2.765)  0.021
H (1.577, -1.328, -4.073)  0.033
H (4.125, -2.257, -3.273)  0.022
H (2.906, 2.100, -0.086)  -0.013
H (4.891, -3.104, 3.163)  0.033
H (4.845, 0.716, 2.479)  0.020
H (-0.570, -3.495, 6.907)  0.122
H (0.015, 4.969, -3.772)  0.047
H (5.057, -4.040, 0.491)  0.033
H (4.165, 2.174, -1.318)  0.030
H (3.694, -3.935, -3.595)  0.051
H (1.773, 0.650, 5.099)  0.108
H (1.525, 1.037, -2.140)  -0.017
H (-2.710, -3.645, -2.966)  0.049
H (-2.863, 4.603, -2.523)  0.008
H (0.709, 4.636, 0.043)  0.082
H (-5.397, 0.885, -0.812)  0.003
H (-3.503, -1.321, -5.615)  0.047
H (-3.145, 4.236, -0.813)  0.006
H (0.819, -4.777, 1.124)  0.012
H (-4.461, 4.832, -1.827)  0.044
H (1.864, 1.202, -3.866)  0.028
H (-6.405, 1.690, -2.018)  0.044
H (-5.261, -2.151, -2.918)  0.048
H (4.399, -5.479, 1.261)  0.050
H (-6.329, 1.689, 2.476)  0.116
H (1.599, 5.538, 2.055)  0.128
H (0.936, -2.930, 5.021)  0.107
H (6.324, 0.180, 1.696)  0.049
H (-2.652, 0.206, 6.356)  0.115
H (0.874, 4.597, -2.280)  0.018
H (3.021, 2.846, 5.061)  0.130
H (1.766, -5.115, -1.082)  0.015
H (-5.218, 2.965, -4.390)  0.047
H (-4.347, 2.956, 1.693)  0.114
H (-4.834, -1.164, -1.521)  0.024
H (0.510, 2.809, -0.192)  0.001
H (-2.341, -1.911, 7.592)  0.122
H (2.717, 5.187, 4.259)  0.126
H (6.507, 0.035, -1.271)  0.049
H (-4.172, -1.982, 1.936)  0.108
H (0.236, 2.686, -5.701)  0.045
H (-5.850, 2.569, -0.594)  0.032
H (5.843, -1.587, -1.081)  0.027
H (-4.615, 1.313, -4.476)  0.011
H (-5.371, -0.393, -3.020)  0.016
H (3.103, 0.342, 3.981)  0.078

Net charge: +2
HOMO energy (spin up / spin down) in eV: -10.91 / -11.72
2S+1: 6
⟨S²⟩: 8.83

No. 4
This record from the Open Molecules 2025 dataset describes an isolated molecule of C3H7NO. The level of theory is ωB97M-V with the def2-TZVPD basis set.

Each line ends with the Löwdin charge.
Geometry (Å):
O (-1.945, 1.160, -0.395)  0.009
N (-0.615, -1.105, -0.916)  0.086
C (1.371, -0.091, 0.359)  -0.052
C (-0.102, -0.251, 0.068)  -0.432
C (-0.801, 1.073, -0.006)  -0.321
H (-0.721, 0.068, 1.035)  0.177
H (1.438, 0.587, 1.202)  0.074
H (-0.257, 1.965, 0.334)  0.137
H (-0.631, -2.079, -0.652)  0.089
H (1.856, -1.008, 0.654)  0.073
H (-1.497, -0.718, -1.239)  0.081
H (1.902, 0.398, -0.442)  0.080

Energy relative to the best compared isomer or geometry (same formula, charge and spin) in eV: 2.375
Net charge: 0
HOMO energy in eV: -9.04
2S+1: 1
SMILES: C[C@H](N)C=O

No. 5
This record from the Open Molecules 2025 dataset describes an isolated molecule of C2H4IN3S. The level of theory is ωB97M-V with the def2-TZVPD basis set.

Each line ends with the Löwdin charge.
Geometry (Å):
I (3.060, 1.878, -1.063)  0.420
S (-0.324, 0.503, 1.543)  0.860
N (2.228, 1.515, 2.972)  0.158
N (1.558, 2.290, 0.723)  -0.430
N (0.364, 1.745, 0.402)  -0.377
C (-0.438, -1.021, 0.529)  -0.401
C (2.014, 2.056, 1.966)  -0.440
H (-1.459, -1.047, 0.112)  0.019
H (-0.026, 2.276, -0.352)  0.084
H (0.232, -0.893, -0.422)  0.070
H (-0.085, -1.935, 1.031)  0.036

Energy relative to the best compared isomer or geometry (same formula, charge and spin) in eV: 1.314
Net charge: 0
HOMO energy (spin up / spin down) in eV: -8.77 / -8.96
2S+1: 1
SMILES: CSNN(I)C#N

No. 6
This record from the Open Molecules 2025 dataset describes a structure of composition C21H26F5N9OPPdS. The level of theory is ωB97M-V with the def2-TZVPD basis set.

Each line ends with the Löwdin charge.
Geometry (Å):
Pd (-0.346, 0.137, 0.917)  0.697
S (-1.894, 2.234, 0.624)  0.727
P (-0.420, -0.009, -1.649)  0.991
F (-0.120, 2.555, 6.707)  0.267
F (1.048, 2.646, 2.233)  0.133
F (-1.516, -0.910, 3.937)  0.102
F (1.187, 3.781, 4.674)  0.192
F (-1.414, 0.260, 6.363)  0.232
O (1.859, 0.457, 0.307)  -0.133
N (-1.572, 0.074, -4.140)  -0.140
N (0.653, -0.869, -4.029)  -0.137
N (-4.489, 2.080, 1.091)  0.163
N (4.027, 1.024, 0.532)  0.050
N (-3.509, 0.066, 1.206)  0.089
N (2.927, -0.045, 2.252)  0.201
N (0.346, 1.539, -3.831)  -0.058
N (-2.406, -0.614, 1.172)  -0.105
N (-0.143, -2.133, 1.184)  0.036
C (-2.520, -1.911, 1.400)  0.011
C (-0.678, -0.977, -4.627)  -0.128
C (-1.342, -2.736, 1.405)  -0.257
C (-1.056, 1.358, -4.450)  -0.087
C (1.237, 0.387, -4.337)  -0.089
C (0.534, 2.660, 4.473)  -0.132
C (-0.241, 0.829, 2.980)  -0.031
C (-0.130, 2.039, 5.531)  -0.055
C (-0.306, -4.890, 1.596)  0.009
C (-0.871, 0.251, 4.080)  -0.230
C (4.099, 1.658, -0.774)  -0.041
C (-3.339, 1.443, 0.985)  -0.793
C (0.940, -2.889, 1.150)  -0.091
C (0.453, 2.055, 3.245)  -0.225
C (2.903, 0.483, 1.005)  -0.591
C (-0.841, 0.803, 5.331)  -0.091
C (0.655, -1.178, -2.599)  -0.280
C (0.905, -4.274, 1.351)  0.015
C (0.284, 1.562, -2.332)  -0.242
C (-1.923, -0.089, -2.733)  -0.282
C (-1.455, -4.106, 1.619)  0.044
H (-2.630, 0.687, -2.431)  0.097
H (-1.103, -1.951, -4.396)  0.146
H (0.735, 2.424, -4.164)  0.191
H (-2.418, -1.052, -2.595)  0.106
H (0.300, -2.199, -2.455)  0.105
H (5.128, 1.952, -0.958)  0.104
H (-0.927, 1.478, -5.526)  0.156
H (1.878, -2.383, 0.956)  0.112
H (4.855, 1.024, 1.105)  0.157
H (-1.683, 2.158, -4.058)  0.152
H (-5.336, 1.567, 1.298)  0.142
H (-2.427, -4.545, 1.800)  0.139
H (-0.365, -5.956, 1.763)  0.137
H (2.088, -0.467, 2.613)  0.083
H (-4.540, 3.082, 0.972)  0.131
H (1.323, 0.524, -5.415)  0.156
H (3.799, 0.955, -1.554)  0.076
H (1.293, 1.698, -1.936)  0.082
H (1.672, -1.122, -2.203)  0.098
H (2.212, 0.510, -3.866)  0.144
H (-0.588, -0.888, -5.710)  0.150
H (3.471, 2.548, -0.812)  0.091
H (1.825, -4.841, 1.316)  0.132
H (3.747, -0.029, 2.836)  0.129
H (-0.331, 2.411, -2.028)  0.091
H (-3.501, -2.336, 1.595)  0.154

Energy relative to the best compared isomer or geometry (same formula, charge and spin) in eV: 0.069
Net charge: +3
HOMO energy (spin up / spin down) in eV: -15.79 / -17.00
2S+1: 5
⟨S²⟩: 6.06

Let's list molar mass in order: 85.1, 72.1, 1260.5, 73.1, 229.0, 685.0 g/mol.